DFT (the ωB97M-V functional and the def2-TZVPD basis) results for C29H55AsBN8PdS2 as an isolated structure.

Values from the calculation:
* HOMO: -0.3925 Eh
* net charge: +1
* frontier orbital gap: 7.70 eV
* DFT total energy: -4760.91731 a.u.
* molar mass: 772.1 g mol⁻¹

The geometry in XYZ format:
```
97
Properties=species:S:1:pos:R:3:lowdin_charge:R:1
Pd -0.21699 -0.05652 -0.00240 0.690
C -5.05218 -2.05714 0.72568 -0.009
C -3.61699 -2.27789 0.38392 -0.258
C -3.00131 -3.41711 -0.09822 0.045
C -1.63856 -3.09750 -0.22099 -0.240
N -1.45664 -1.84799 0.18145 0.003
N -2.66791 -1.33333 0.53762 0.022
B -2.72361 -0.02273 1.36973 -0.515
N -1.56955 -0.10273 2.40044 0.035
N -0.25732 -0.06973 2.03267 0.010
C 0.47175 -0.05640 3.15428 -0.212
C -0.39432 -0.11818 4.25126 0.034
C -1.67131 -0.13605 3.73769 -0.248
C -2.97191 -0.18194 4.46635 -0.008
C 1.97019 0.05076 3.28960 -0.543
C 2.50256 -1.22796 3.95027 -0.029
C 2.28638 1.26150 4.17886 -0.033
C 2.65159 0.23593 1.94865 -0.115
N -2.55042 1.31789 0.59806 0.023
N -1.30676 1.76771 0.26550 -0.020
C -1.42056 2.99541 -0.21622 -0.254
C -2.77332 3.37175 -0.17173 0.041
C -3.45252 2.28822 0.35036 -0.257
C -4.90818 2.13774 0.63656 -0.007
C -0.25865 3.80977 -0.73126 -0.542
C -0.29580 5.19050 -0.06420 -0.039
C 1.08131 3.14626 -0.42000 -0.073
C -0.40489 3.96998 -2.25066 -0.033
C -0.50119 -3.96302 -0.70630 -0.542
C -0.95186 -5.42386 -0.74429 -0.055
C 0.69128 -3.82970 0.24894 -0.054
C -0.09614 -3.52879 -2.12065 -0.053
H -5.63733 -2.92096 0.41742 0.086
H -5.45204 -1.17630 0.22309 0.076
H -5.18927 -1.91679 1.79872 0.083
H -3.48139 -4.35577 -0.31739 0.112
H -3.77097 0.01349 1.94186 0.113
H -0.12248 -0.13262 5.29311 0.120
H -2.78249 -0.23268 5.53652 0.086
H -3.55739 -1.05527 4.17790 0.086
H -3.57276 0.70489 4.26401 0.086
H 2.06264 -1.37817 4.93685 0.086
H 3.58648 -1.16162 4.07119 0.089
H 2.27415 -2.10426 3.34014 0.089
H 1.83401 1.16825 5.16573 0.081
H 1.91896 2.18397 3.72426 0.092
H 3.36711 1.34833 4.31119 0.089
H 2.54894 -0.65685 1.33496 0.016
H 3.71396 0.43290 2.11529 0.081
H 2.22768 1.07629 1.39529 0.052
H -3.20521 4.31455 -0.46455 0.117
H -5.44229 3.01885 0.28744 0.086
H -5.09295 2.02513 1.70545 0.086
H -5.32336 1.26373 0.13440 0.077
H -0.21947 5.09988 1.02094 0.094
H -1.22148 5.71892 -0.29543 0.082
H 0.53757 5.80041 -0.41884 0.088
H 1.20150 2.99499 0.65550 0.078
H 1.88859 3.79790 -0.76429 0.088
H 1.18624 2.17854 -0.91489 0.032
H -1.35264 4.44603 -2.50695 0.088
H -0.36926 2.99527 -2.74331 0.061
H 0.40562 4.58913 -2.64306 0.089
H -1.27123 -5.76697 0.24164 0.093
H -0.12339 -6.05422 -1.07147 0.088
H -1.77667 -5.56898 -1.44445 0.084
H 0.41402 -4.14870 1.25591 0.092
H 1.04870 -2.80120 0.29847 0.015
H 1.51519 -4.45812 -0.09725 0.089
H -0.94028 -3.61976 -2.80813 0.092
H 0.71651 -4.16121 -2.48648 0.090
H 0.24733 -2.49488 -2.13091 0.002
C 5.32328 -1.26363 -0.02417 -0.231
As 4.28310 -0.17063 -1.21738 0.724
C 4.56816 1.66996 -0.73463 -0.234
C 5.11235 -0.38269 -2.94004 -0.251
S 2.25504 -0.73526 -1.30237 0.234
H 6.38301 -1.09046 -0.20740 0.046
H 5.07322 -2.30336 -0.22318 0.046
H 5.07808 -1.02353 1.00558 0.021
H 5.63529 1.87104 -0.64630 0.048
H 4.06737 1.87276 0.20760 0.018
H 4.13389 2.29326 -1.51439 0.039
H 6.16132 -0.09354 -2.88901 0.045
H 4.59018 0.24779 -3.65639 0.035
H 5.02476 -1.42422 -3.24047 0.042
C -0.99308 0.35725 -6.06386 -0.062
N -1.38581 0.18210 -4.67803 -0.055
C -0.53301 0.16788 -3.64858 -0.800
N 0.76277 0.27937 -3.90030 0.126
S -1.26371 0.06812 -2.10498 0.769
H -1.88906 0.36488 -6.67666 0.095
H -0.36173 -0.46568 -6.40667 0.093
H -0.47090 1.30501 -6.20998 0.094
H -2.36151 0.09981 -4.44675 0.120
H 1.09852 0.24685 -4.84819 0.101
H 1.42137 0.12595 -3.13431 -0.056
```



DFT (the ωB97M-V functional and the def2-TZVPD basis) results for a 9-piece molecular cluster, C29H55NO24 overall.

Values from the calculation:
* HOMO: -0.3595 Eh
* SMILES: C[C@H]1COC(=O)O1.COC(=O)OC.COC(=O)OC.COC(=O)OC.COC(=O)OC.COC(=O)OC.COC(=O)OC.COC(=O)OC.CCCC#N
* frontier orbital gap: 10.04 eV
* DFT total energy: -2998.10643 a.u.
* molar mass: 801.7 g mol⁻¹

The geometry in XYZ format:
```
109
Properties=species:S:1:pos:R:3:lowdin_charge:R:1
C 11.46600 21.19600 -1.39600 0.025
C 11.52200 22.04000 -0.12300 -0.292
C 12.88200 22.08200 0.47900 -0.087
O 13.30300 23.42100 0.42900 0.083
C 12.34500 24.13800 -0.08500 -0.590
O 12.42600 25.35600 -0.38300 0.086
O 11.29800 23.41700 -0.36600 0.104
H 12.24300 21.35300 -2.10200 0.084
H 10.45900 21.31500 -1.86100 0.115
H 11.52400 20.19800 -1.08200 0.050
H 10.80400 21.81200 0.60900 0.123
H 13.60600 21.51600 -0.15700 0.155
H 12.93700 21.66700 1.49500 0.130
C 3.60700 20.18800 5.74400 -0.017
O 4.64600 21.02200 5.16100 -0.049
C 4.40800 22.25300 4.58400 -0.327
O 3.12600 22.64900 4.14700 -0.055
O 5.55200 22.99700 4.39900 -0.048
C 5.46700 24.17900 3.58800 -0.039
H 2.66400 20.72100 5.76000 0.086
H 3.74400 20.22000 6.81100 0.089
H 3.38800 19.19800 5.42700 0.086
H 6.45700 24.55900 3.32600 0.078
H 4.90900 24.94800 4.03100 0.069
H 4.90800 23.84600 2.67600 0.125
C 10.39300 21.75300 9.96900 -0.042
O 10.17900 21.41400 8.64300 -0.011
C 8.99800 21.41700 8.02000 -0.314
O 7.75900 21.84800 8.69100 -0.102
O 9.00500 21.05000 6.71200 -0.019
C 7.81900 20.97400 5.98600 -0.061
H 10.84500 21.00400 10.50200 0.073
H 9.56900 22.15500 10.49500 0.092
H 11.12100 22.54200 10.01100 0.092
H 8.13700 20.62900 4.97600 0.080
H 7.38400 22.01500 5.82500 0.112
H 7.08600 20.24100 6.30600 0.099
C 9.72000 27.12700 -1.02200 0.011
O 9.25000 27.26000 0.35200 -0.052
C 7.97300 27.51100 0.70900 -0.456
O 6.95500 27.72200 -0.20400 -0.061
O 7.76000 27.55000 2.00800 -0.009
C 6.41500 27.77100 2.59600 0.029
H 8.82600 27.04700 -1.66900 0.097
H 10.23000 26.14600 -1.01200 0.081
H 10.25000 28.00500 -1.28900 0.087
H 6.05400 26.89000 3.12000 0.059
H 5.72900 28.18200 1.90400 0.081
H 6.48100 28.43900 3.43600 0.079
C 10.23500 25.53100 2.88600 -0.040
O 11.09500 25.51300 4.00600 -0.024
C 10.89800 24.66000 5.10300 -0.290
O 9.81200 23.70300 5.01100 -0.084
O 11.71100 24.83600 6.14400 0.019
C 11.50300 24.03500 7.30000 -0.026
H 9.42500 24.82200 2.98100 0.075
H 10.71700 25.35700 1.89000 0.099
H 9.88400 26.51500 2.75900 0.067
H 10.74300 24.53400 7.97100 0.113
H 12.44700 24.07400 7.82900 0.096
H 11.29000 22.97700 7.13400 0.085
C 6.56700 20.07500 2.65100 -0.049
O 7.14600 21.34900 2.71100 0.005
C 7.32100 21.93800 1.57900 -0.440
O 7.01000 21.34400 0.25800 -0.107
O 7.77800 23.14200 1.70800 -0.004
C 7.96300 23.83800 0.47300 -0.001
H 6.37500 19.71900 3.63100 0.063
H 7.26800 19.35900 2.22000 0.094
H 5.55400 20.08500 2.10600 0.142
H 7.00400 24.09400 0.02400 0.119
H 8.49100 23.19100 -0.15500 0.064
H 8.60100 24.71700 0.67000 0.086
C 10.80600 21.16700 3.64400 -0.040
O 11.66100 20.19900 3.10600 0.011
C 11.24600 19.27000 2.22100 -0.405
O 9.92000 19.31600 1.75600 -0.053
O 12.08800 18.30700 1.90200 0.015
C 11.76400 17.48100 0.78600 -0.044
H 11.28600 21.86100 4.27800 0.056
H 10.01300 20.79400 4.21600 0.069
H 10.38600 21.72500 2.88300 0.069
H 11.27600 18.07800 -0.07200 0.114
H 11.17400 16.59400 1.01200 0.096
H 12.69400 17.07400 0.36800 0.093
C 13.73700 24.05300 3.30800 0.034
O 13.36400 22.83700 4.07400 -0.023
C 13.94800 22.51000 5.23000 -0.410
O 14.96900 23.27900 5.79700 -0.052
O 13.44300 21.47300 5.91600 -0.020
C 13.90800 21.14300 7.18600 -0.075
H 13.81600 24.94700 3.95100 0.113
H 12.94500 24.21900 2.57500 0.080
H 14.64900 23.94600 2.82200 0.080
H 13.86700 21.96800 7.88800 0.082
H 14.93200 20.66500 7.08800 0.123
H 13.32200 20.36100 7.73900 0.106
C 7.83500 25.38600 8.61000 -0.062
C 7.63400 24.67700 7.23400 -0.248
C 7.66100 25.65400 6.06500 -0.208
C 6.52800 26.51700 6.00700 -0.225
N 5.64000 27.29400 5.99700 0.161
H 8.87200 25.83400 8.65000 0.084
H 7.67100 24.62700 9.37700 0.065
H 7.09600 26.13600 8.77100 0.056
H 6.71100 24.12700 7.10900 0.106
H 8.36400 23.92800 7.04500 0.051
H 7.79700 25.16500 5.09400 0.096
H 8.59800 26.16700 6.21600 0.117
```



DFT (the ωB97M-V functional and the def2-TZVPD basis) results for a 3-piece molecular cluster, C29H56BN2O5Si overall.

Values from the calculation:
* HOMO: -0.1328 Eh
* net charge: -1
* frontier orbital gap: 5.41 eV
* DFT total energy: -1938.69437 a.u.
* molar mass: 551.7 g mol⁻¹

The geometry in XYZ format:
```
94
Properties=species:S:1:pos:R:3:lowdin_charge:R:1
C -0.42937 -8.36611 -3.84781 -0.142
C -1.92385 -7.87933 -4.05148 -0.286
C -2.61845 -7.60916 -2.65536 -0.146
B -1.68842 -6.74504 -1.60169 -0.786
O -2.57132 -6.26939 -0.50413 -0.042
C -2.21098 -4.91539 -0.25314 -0.296
C -2.27256 -4.44482 1.24577 -0.129
C -2.55118 -2.88722 1.27010 -0.210
C -1.60633 -2.08234 2.25447 -0.203
C -1.49219 -0.59037 1.68907 -0.217
C -1.22528 0.47575 2.80826 -0.217
C -0.56521 1.80453 2.29968 -0.221
C 1.01709 1.71207 2.15858 -0.244
C 1.49344 2.97377 1.32691 -0.252
Si 2.76769 2.60730 -0.03762 0.582
C 4.25849 1.57348 0.52895 -0.196
C 3.47990 4.32226 -0.56548 -0.182
C 1.88645 1.90049 -1.58874 -0.223
C 0.79044 0.92462 -1.41322 -0.095
C 0.02818 0.33629 -2.49844 -0.081
C 0.37984 0.71208 -3.87022 -0.083
C 1.44355 1.66975 -4.05441 -0.100
C 2.20667 2.26739 -2.96011 -0.090
C -0.94267 -4.53925 -1.14380 -0.236
C 0.49068 -4.64983 -0.52068 -0.162
O 1.45350 -4.40005 -1.57144 -0.191
C 2.42988 -3.46323 -1.09308 -0.135
O -1.06807 -5.52605 -2.17959 -0.043
H -0.15596 -8.98175 -4.75212 0.053
H -0.39119 -9.04142 -2.95996 0.063
H 0.28225 -7.52002 -3.70265 0.070
H -2.00639 -7.03620 -4.77959 0.091
H -2.46172 -8.75578 -4.52709 0.079
H -2.77153 -8.62590 -2.18522 0.091
H -3.59538 -7.06867 -2.78216 0.087
H -0.83469 -7.46508 -1.10058 0.093
H -3.04667 -4.32445 -0.74245 0.142
H -1.36515 -4.70012 1.84780 0.106
H -3.16239 -4.94821 1.71733 0.112
H -2.39558 -2.50507 0.22790 0.096
H -3.60172 -2.64190 1.56929 0.109
H -1.97080 -2.10284 3.31324 0.107
H -0.57129 -2.51325 2.14925 0.100
H -2.47097 -0.40875 1.15911 0.106
H -0.71176 -0.63629 0.88829 0.090
H -0.65089 -0.01072 3.64704 0.111
H -2.23268 0.76053 3.23021 0.109
H -0.73137 2.56893 3.11542 0.110
H -1.04589 2.23318 1.37634 0.084
H 1.40337 1.83929 3.20760 0.106
H 1.32362 0.73991 1.70113 0.089
H 0.58124 3.39957 0.81579 0.074
H 1.93508 3.79151 1.96440 0.063
H 4.72667 2.11418 1.40191 0.038
H 4.02440 0.52187 0.82481 0.028
H 5.06818 1.51619 -0.25279 0.037
H 2.86537 4.72393 -1.40587 0.030
H 3.46330 4.94527 0.36040 -0.002
H 4.53062 4.17936 -0.92672 0.031
H 0.54675 0.62589 -0.37233 0.062
H -0.80251 -0.37286 -2.27549 0.102
H -0.15785 0.27866 -4.74543 0.098
H 1.72046 2.00107 -5.08535 0.091
H 3.03042 2.98976 -3.14111 0.090
H -1.00640 -3.54413 -1.67200 0.145
H 0.65169 -3.92850 0.33583 0.105
H 0.61881 -5.67715 -0.07285 0.138
H 3.15548 -3.23416 -1.91664 0.088
H 2.95116 -3.88887 -0.18634 0.089
H 1.93419 -2.50428 -0.77232 0.077
C -2.58530 2.80970 -1.62416 0.002
C -2.84465 3.81968 -0.54502 -0.545
O -1.98034 4.10329 0.26649 0.023
N -4.06779 4.41489 -0.49131 0.002
C -5.20659 4.20615 -1.36203 -0.081
H -1.56814 2.43676 -1.52189 0.061
H -3.27370 1.96754 -1.52714 0.092
H -2.68752 3.27026 -2.60867 0.090
H -4.15702 5.07947 0.26248 0.136
H -5.46776 5.15879 -1.82797 0.080
H -6.04962 3.86600 -0.75703 0.081
H -4.99905 3.47206 -2.13525 0.075
C 4.50802 7.17884 3.78693 -0.011
C 3.27491 6.63888 3.10817 -0.544
O 3.20213 6.51630 1.89521 0.022
N 2.22118 6.28242 3.89098 0.007
C 2.10927 6.34924 5.33390 -0.079
H 5.25552 7.41618 3.03281 0.083
H 4.26790 8.09133 4.33572 0.083
H 4.92446 6.43071 4.46381 0.084
H 1.43347 5.93023 3.36566 0.139
H 1.91568 5.34437 5.71454 0.083
H 1.26385 6.99196 5.58777 0.082
H 3.01115 6.74151 5.79533 0.071
```